Formula: C3H8N2O
Source: OMol25
Level of theory: wB97M-V/def2-TZVPD

The HOMO energy comes out at -0.33387 Eh. For the HOMO-LUMO gap, the calculation gives 9.9449 eV. As for the relative energy (zero: lowest compared OMol25 entry of this formula, charge and spin): 96.8 kJ/mol. The value obtained for the largest force on an atom is 0.0386 hartree/bohr.

Last column: natural (NBO) charge in e.
CARTESIAN COORDINATES (ANGSTROEM)
C 1.572 -1.279 -1.075  -0.713
C 0.682 -0.754 0.040  0.681
O 0.919 -0.814 1.222  -0.570
N -0.443 -0.080 -0.426  -0.663
C -1.327 0.579 0.519  -0.053
N -0.618 1.693 1.218  -0.832
H 1.148 -0.943 -2.012  0.218
H 1.676 -2.358 -0.984  0.236
H 2.564 -0.858 -0.913  0.245
H -1.011 -0.595 -1.088  0.388
H -1.626 -0.081 1.337  0.182
H -2.180 1.022 0.002  0.170
H -0.018 2.183 0.562  0.356
H -1.338 2.286 1.600  0.355

---

Formula: C4H8N2
Source: OMol25
Level of theory: wB97M-V/def2-TZVPD

The HOMO energy comes out at -0.34467 Eh. For the HOMO-LUMO gap, the calculation gives 10.4691 eV. As for the relative energy (zero: lowest compared OMol25 entry of this formula, charge and spin): 272.5 kJ/mol. The value obtained for the largest force on an atom is 0.0450 hartree/bohr.

Last column: natural (NBO) charge in e.
CARTESIAN COORDINATES (ANGSTROEM)
C 2.000 -0.553 0.060  -0.275
N 1.568 0.900 -0.312  -0.577
C 0.640 -0.238 -0.482  -0.107
C -0.620 -0.200 0.337  -0.101
C -1.717 0.754 -0.046  -0.268
N -1.778 -0.697 -0.445  -0.615
H 2.734 -1.044 -0.615  0.208
H 2.203 -0.732 1.152  0.203
H 1.423 1.316 0.590  0.334
H 0.426 -0.330 -1.518  0.221
H -0.555 -0.466 1.442  0.198
H -2.361 1.134 0.751  0.204
H -1.434 1.442 -0.923  0.207
H -2.527 -1.285 0.009  0.369

---

Formula: H12O6
Source: OMol25
Level of theory: wB97M-V/def2-TZVPD

The HOMO energy comes out at -0.40429 Eh. For the HOMO-LUMO gap, the calculation gives 11.0003 eV. As for the relative energy (zero: lowest compared OMol25 entry of this formula, charge and spin): 80.7 kJ/mol. The value obtained for the largest force on an atom is 0.0340 hartree/bohr.

Last column: natural (NBO) charge in e.
CARTESIAN COORDINATES (ANGSTROEM)
O 6.614 3.556 7.120  -0.961
H 7.074 4.418 6.965  0.462
H 6.551 3.172 6.226  0.493
O 7.041 6.168 4.854  -1.016
H 7.843 6.458 4.411  0.489
H 6.854 5.204 4.642  0.503
O 4.342 5.815 2.745  -0.937
H 5.170 6.058 3.177  0.491
H 3.882 6.632 2.656  0.489
O 4.759 6.230 6.174  -0.985
H 4.717 5.686 6.955  0.479
H 5.673 6.365 5.931  0.494
O 6.422 3.511 4.314  -0.983
H 5.498 3.685 4.019  0.519
H 6.982 3.596 3.507  0.480
O 3.680 3.971 4.374  -0.993
H 3.754 4.677 3.697  0.487
H 3.714 4.498 5.203  0.488

---

Formula: C15H32HfO4P2
Source: OMol25
Level of theory: wB97M-V/def2-TZVPD

Its total charge is +4. The HOMO energy comes out at -0.84475 Eh. For the HOMO-LUMO gap, the calculation gives 5.7012 eV. The value obtained for the largest force on an atom is 0.1936 hartree/bohr.

Last column: natural (NBO) charge in e.
CARTESIAN COORDINATES (ANGSTROEM)
Hf 0.116 -0.465 0.391  2.002
C 0.915 1.563 0.629  0.411
O 1.303 2.638 0.867  -0.187
C 1.499 -2.201 0.853  0.403
O 2.220 -3.113 1.031  -0.127
C -1.303 -0.602 -1.197  0.384
O -2.196 -0.686 -1.963  -0.169
C 2.999 0.955 -1.651  -0.469
P 1.202 0.501 -1.899  0.834
H 1.333 1.778 -3.847  0.279
H 2.933 1.847 -1.012  0.242
C 1.434 -0.818 -3.189  -0.490
H 2.406 -0.534 -3.625  0.288
C 3.832 1.315 -2.912  -0.632
H 3.335 1.981 -3.637  0.250
H 4.163 0.404 -3.431  0.238
H 4.754 1.820 -2.574  0.300
C 3.735 -0.173 -0.936  -0.603
H 4.098 -0.907 -1.662  0.261
C -0.762 1.887 -3.424  -0.620
H 3.148 -0.716 -0.177  0.135
H 4.608 0.256 -0.425  0.293
C 1.060 3.309 -2.367  -0.630
H -1.325 2.757 -3.075  0.249
H -0.841 1.925 -4.526  0.282
H -1.272 1.002 -3.036  0.169
C 0.698 1.944 -2.967  -0.475
H 0.431 4.078 -2.840  0.283
H 2.112 3.581 -2.535  0.251
H 0.888 3.348 -1.285  0.187
C 0.408 -0.878 -4.324  -0.618
H -0.604 -1.064 -3.936  0.203
H 0.699 -1.712 -4.978  0.285
H 0.382 0.019 -4.944  0.251
C 1.535 -2.227 -2.595  -0.624
H 2.334 -2.348 -1.855  0.213
H 1.717 -2.927 -3.429  0.308
H 0.584 -2.527 -2.127  0.177
H -1.247 2.609 -0.897  -0.128
H -1.517 3.200 -1.289  0.142
C -3.222 0.198 3.733  -1.008
P -1.846 -0.820 3.200  1.866
C -0.481 -0.704 4.358  -1.005
C -2.437 -2.449 2.698  -1.008
O -1.240 -0.232 1.882  -1.103
H -2.998 1.244 3.503  0.296
H -3.366 0.105 4.825  0.327
H -4.151 -0.103 3.226  0.307
H -0.747 -1.071 5.357  0.338
H 0.422 -1.216 3.986  0.251
H -0.231 0.360 4.502  0.301
H -2.967 -2.377 1.743  0.281
H -1.619 -3.171 2.592  0.270
H -3.188 -2.824 3.404  0.338

---

Formula: C4H6N2O2
Source: OMol25
Level of theory: wB97M-V/def2-TZVPD

The HOMO energy comes out at -0.33076 Eh. For the HOMO-LUMO gap, the calculation gives 9.6900 eV. As for the relative energy (zero: lowest compared OMol25 entry of this formula, charge and spin): 622.0 kJ/mol. The value obtained for the largest force on an atom is 0.1205 hartree/bohr.

Last column: natural (NBO) charge in e.
CARTESIAN COORDINATES (ANGSTROEM)
O -0.641 1.844 1.961  -0.691
C -0.763 0.711 1.076  0.068
C 0.311 -0.121 0.691  -0.142
N 0.198 -1.518 0.304  -0.443
C 0.386 -1.676 -0.964  0.247
N 0.356 -0.665 -1.942  -0.367
O -0.611 0.443 -1.347  -0.384
C -0.017 1.062 -0.301  0.030
H 0.049 1.437 2.780  0.463
H -1.779 0.368 1.237  0.219
H 1.470 -0.023 1.006  0.231
H 0.482 -2.691 -1.522  0.181
H -0.195 -1.049 -2.771  0.377
H 0.755 1.878 -0.207  0.211